[1]
Density functional theory data (ωB97M-V with the def2-TZVPD basis set) for an isolated molecule of C5H8IOP.

Structure (XYZ):
```
16
C5H8IOP | the OMol25 dataset | ωB97M-V with the def2-TZVPD basis set
C -1.82 1.06 -0.64
P -0.20 1.00 0.17
O 0.24 2.37 0.41
C -0.01 -0.59 1.10
C 0.75 -0.55 -0.34
C 2.27 -0.56 -0.27
C 3.13 0.27 0.29
I 5.26 -0.06 0.11
H -2.08 0.22 -1.33
H -2.48 0.91 0.19
H -1.94 2.05 -1.13
H -1.01 -0.94 1.29
H 0.73 -0.78 1.86
H 0.40 -1.25 -1.14
H 2.75 -1.43 -0.68
H 2.75 1.14 0.85
```

Orbital gap = 9.3071 eV
DFT total energy = -909.5398 a.u.
Energy above the lowest of the compared OMol25 structures with the same formula, charge and spin = 1.597 eV
SMILES = C[P@@]1(=O)C[C@@H]1/C=C/I
F_max = 0.05316 Eh/bohr


[2]
Density functional theory data (ωB97M-V with the def2-TZVPD basis set) for C5H8LiO4Tl as an isolated structure.

Structure (XYZ):
```
19
C5H8LiO4Tl | the OMol25 dataset | ωB97M-V with the def2-TZVPD basis set
C -0.85 -2.96 1.72
C 0.05 -1.78 1.56
O -0.07 -0.79 2.30
Tl 0.90 1.45 1.96
H -0.98 -3.44 0.73
H -0.37 -3.70 2.38
H -1.84 -2.66 2.12
H 0.25 -0.19 -0.35
H 1.08 -2.02 1.19
O -1.22 0.61 -1.72
C 0.16 2.84 0.04
C 0.07 0.27 -1.47
O -0.81 3.60 0.17
O 0.43 2.66 -1.34
C 1.05 1.44 -1.70
Li -1.56 2.42 -1.60
H 0.43 -0.58 -2.10
H 1.30 1.53 -2.77
H 1.98 1.30 -1.13
```

Orbital gap = 7.4603 eV
DFT total energy = -676.2421 a.u.
Energy above the lowest of the compared OMol25 structures with the same formula, charge and spin = 1.271 eV
F_max = 0.07730 Eh/bohr


[3]
Density functional theory data (ωB97M-V with the def2-TZVPD basis set) for an isolated ion of composition C5H8N and charge +1.

Structure (XYZ):
```
14
C5H8N | the OMol25 dataset | ωB97M-V with the def2-TZVPD basis set
C -3.19 0.54 -0.18
C -2.12 -0.02 -0.08
C -0.79 -0.71 -0.19
C 0.26 0.10 0.66
N 1.56 -0.22 0.30
C 2.28 0.44 -0.48
H -4.21 0.94 -0.15
H -0.81 -1.72 0.17
H -0.26 -0.64 -1.14
H 0.20 1.28 0.53
H 0.18 -0.14 1.87
H 1.92 -1.14 0.66
H 1.87 1.27 -1.03
H 3.13 0.02 -0.94
```

Orbital gap = 8.2803 eV
DFT total energy = -249.6869 a.u.
Energy above the lowest of the compared OMol25 structures with the same formula, charge and spin = 3.761 eV
SMILES = C#CCC[NH+]=C
Net charge = +1
F_max = 0.10522 Eh/bohr


[4]
Density functional theory data (ωB97M-V with the def2-TZVPD basis set) for an isolated ion of composition C5H8N and charge +1.

Structure (XYZ):
```
14
C5H8N | the OMol25 dataset | ωB97M-V with the def2-TZVPD basis set
C 1.73 1.34 -0.08
C 1.29 0.10 0.15
C 1.38 -1.27 -0.05
N 0.07 -0.61 0.14
C -1.21 -0.68 0.12
C -2.07 0.42 0.04
H 2.87 1.57 0.00
H 1.04 2.16 0.12
H 1.56 -1.63 -1.10
H 1.77 -1.98 0.65
H -1.44 -1.74 0.05
H -3.17 0.23 0.43
H -2.05 0.70 -1.01
H -1.78 1.40 0.54
```

Orbital gap = 9.7670 eV
DFT total energy = -249.6904 a.u.
Energy above the lowest of the compared OMol25 structures with the same formula, charge and spin = 3.667 eV
SMILES = C=C1C/[N+]1=C/C
Net charge = +1
F_max = 0.09604 Eh/bohr


[5]
Density functional theory data (ωB97M-V with the def2-TZVPD basis set) for an isolated ion of composition C5H8N and charge +1.

Structure (XYZ):
```
14
C5H8N | the OMol25 dataset | ωB97M-V with the def2-TZVPD basis set
C -0.34 2.10 -0.68
N 0.14 1.00 -0.33
C 1.33 0.52 0.45
C 1.51 -0.78 -0.27
C 0.08 -0.33 -0.04
C -1.11 -1.09 0.44
H -1.29 1.98 -1.12
H 0.09 3.08 -0.68
H 1.57 0.99 1.33
H 1.96 -0.79 -1.34
H 1.70 -1.74 0.29
H -1.93 -0.49 0.49
H -0.95 -1.73 1.39
H -1.49 -1.89 -0.21
```

Orbital gap = 10.1057 eV
DFT total energy = -249.6678 a.u.
Energy above the lowest of the compared OMol25 structures with the same formula, charge and spin = 4.281 eV
SMILES = C=[N+]1[C@@H]2C[C@@]21C
Net charge = +1
F_max = 0.08857 Eh/bohr


[6]
Density functional theory data (ωB97M-V with the def2-TZVPD basis set) for an isolated ion of composition C5H8N and charge +1.

Structure (XYZ):
```
14
C5H8N | the OMol25 dataset | ωB97M-V with the def2-TZVPD basis set
C -0.15 -1.15 0.05
C -0.99 -0.01 0.02
C 1.18 -0.75 -0.09
C -2.36 0.00 0.02
C -0.17 1.11 -0.13
N 1.22 0.75 0.09
H -0.60 -2.08 0.36
H 1.84 -1.30 0.59
H 1.53 -1.06 -1.16
H -2.76 0.90 -0.29
H -3.08 -0.80 0.00
H -0.49 2.06 0.32
H 1.61 0.88 1.07
H 1.88 1.26 -0.62
```

Orbital gap (spin up / spin down) = 7.8287 / 6.1013 eV
DFT total energy = -249.6574 a.u.
Energy above the lowest of the compared OMol25 structures with the same formula, charge and spin = 4.565 eV
Net charge = +1
F_max = 0.09199 Eh/bohr


[7]
Density functional theory data (ωB97M-V with the def2-TZVPD basis set) for a 2-piece molecular cluster, C5H8N overall.

Structure (XYZ):
```
14
C5H8N | the OMol25 dataset | ωB97M-V with the def2-TZVPD basis set
C -0.47 -0.35 -0.20
C -1.80 -0.35 0.20
C -0.18 0.90 -0.93
C -1.61 0.78 -0.49
C -2.96 -0.99 0.78
N 2.45 1.01 0.54
H 0.42 1.72 -0.61
H 0.00 0.71 -2.06
H -3.05 -0.69 1.83
H -2.93 -2.06 0.88
H -3.90 -0.93 0.11
H 3.26 0.60 0.09
H 2.18 0.22 1.13
H 2.96 1.71 0.99
```

Orbital gap = 8.4633 eV
DFT total energy = -249.6114 a.u.
Energy above the lowest of the compared OMol25 structures with the same formula, charge and spin = 5.817 eV
Net charge = +1
F_max = 0.06758 Eh/bohr


[8]
Density functional theory data (ωB97M-V with the def2-TZVPD basis set) for C5H8N as an isolated structure.

Structure (XYZ):
```
14
C5H8N | the OMol25 dataset | ωB97M-V with the def2-TZVPD basis set
C -1.37 0.23 0.40
C -0.93 -1.07 -1.45
C 0.62 -0.40 0.05
C -0.77 -1.05 0.05
C 1.35 0.37 1.09
N -0.51 0.20 -0.74
H -2.45 0.38 0.12
H 0.67 2.52 0.89
H -0.33 -1.46 -2.29
H -1.97 -1.23 -1.73
H 1.41 -0.85 -0.61
H 0.72 1.60 1.09
H 2.40 0.71 1.02
H 1.17 0.04 2.12
```

Orbital gap (spin up / spin down) = 11.2929 / 5.8762 eV
DFT total energy = -249.4294 a.u.
Energy above the lowest of the compared OMol25 structures with the same formula, charge and spin = 10.769 eV
Net charge = +1
F_max = 0.09164 Eh/bohr